Entry 1:
ORCA calculation (ωB97M-V/def2-TZVPD) on a 5-piece molecular cluster, C39H85Cl3N4O15S overall.

- HOMO energy: -8.697 eV
- Total charge: 0
- Calculated total energy: -126888.936 eV

Positions of all 147 atoms, in Å:
H1 -5.63 9.62 -1.47
H2 -5.58 11.14 -0.53
C1 3.08 2.96 -0.15
C2 2.13 5.06 2.71
O1 4.28 -1.20 -7.78
H3 4.85 -1.86 -10.28
H4 -11.23 -6.63 0.64
C3 -1.54 -4.65 0.23
H5 6.12 1.65 -5.79
H6 -8.51 -6.26 0.99
H7 0.97 -8.45 -1.59
H8 0.02 4.15 -0.31
H9 4.52 -2.05 3.02
H10 0.80 -1.18 3.52
H11 -4.40 5.62 -0.58
C4 7.02 -2.92 -10.08
C5 0.97 3.80 4.60
N1 4.15 -1.15 3.29
C6 2.86 -1.36 3.98
H12 7.78 1.61 -6.41
O2 2.49 3.80 2.14
C7 2.39 -0.50 0.56
O3 -10.10 -4.94 1.05
H13 4.78 3.98 -0.03
H14 -4.65 7.81 2.41
C8 5.15 -1.84 -6.85
H15 6.03 -1.76 5.29
H16 -9.30 -6.05 2.58
O4 2.89 3.60 -1.39
H17 -4.18 -5.26 0.52
H18 -0.81 -6.63 2.19
C9 -10.74 -5.79 0.13
H19 5.73 -0.37 -10.71
H20 6.19 -1.52 -5.02
H21 5.03 -0.24 -5.44
C10 7.05 1.07 -5.81
H22 5.52 0.38 -8.32
H23 -7.22 -4.97 2.71
C11 -9.03 -0.79 2.40
H24 5.62 -0.82 1.17
O5 -4.73 9.49 0.39
H25 1.59 -0.42 -0.18
C12 5.67 -1.54 0.37
C13 3.44 0.55 0.13
H26 -1.70 7.77 3.39
H27 -1.88 -3.95 0.99
C14 1.73 -1.32 2.95
H28 -8.41 -3.67 2.61
N2 5.75 0.51 3.46
H29 -3.07 5.25 1.46
H30 1.41 2.01 5.79
H31 1.64 -2.28 2.45
H32 2.38 0.67 2.39
O6 -2.46 7.23 1.59
H33 2.82 2.83 5.11
C15 1.81 -0.15 1.95
C16 -5.03 10.22 -0.77
H34 -11.50 -5.21 -0.39
H35 7.90 -3.34 -9.60
H36 7.43 0.97 -4.79
H37 5.90 -2.44 -7.36
H38 -3.77 -6.82 1.26
Cl1 6.18 -1.41 -2.31
H39 5.01 -2.39 0.56
H40 0.59 -6.28 3.21
Cl2 3.99 0.72 -2.58
O7 0.51 -7.85 0.28
N3 4.46 3.04 0.20
H41 -10.04 -6.18 -0.61
H42 2.81 -1.50 0.57
H43 -7.07 -3.10 -0.81
H44 -6.37 7.41 2.39
C17 1.79 2.55 4.92
C18 5.79 -0.92 -5.84
O8 2.66 1.63 -0.33
C19 -5.52 7.66 1.76
H45 1.23 5.45 2.24
C20 5.28 -0.89 -0.92
H46 2.10 -7.11 1.39
H47 -8.69 -3.66 -0.41
C21 -2.92 6.13 0.83
C22 -8.11 -1.77 0.45
O9 6.76 -1.67 -9.49
H48 0.33 -5.55 -0.40
H49 2.57 2.92 -1.99
O10 6.86 -0.19 -6.42
H50 -3.26 -5.31 2.05
Cl3 0.98 6.52 4.59
H51 -4.10 7.35 -0.51
H52 0.44 4.10 5.50
C23 -5.87 8.93 1.02
C24 -8.97 -5.53 1.66
H53 -6.26 9.66 1.74
C25 2.13 3.78 0.78
C26 -7.80 -3.18 0.00
H54 4.01 0.18 -9.20
O11 -5.35 6.51 0.93
H55 -0.94 6.33 2.68
H56 -2.57 6.22 3.40
C27 4.85 -0.36 -8.77
H57 4.03 0.78 1.01
H58 4.50 -2.53 -6.30
H59 -4.09 10.48 -1.26
O12 -9.19 -1.74 1.37
H60 5.89 -0.24 5.88
S1 0.37 3.27 0.63
C28 -0.04 -4.81 0.32
H61 0.22 3.62 3.83
C29 1.06 -7.46 1.52
C30 -3.42 -5.80 1.09
H62 -2.15 5.88 0.08
H63 2.77 5.03 4.78
H64 -1.78 -4.24 -0.76
H65 -8.38 -1.17 -0.43
H66 1.82 1.89 4.06
H67 6.18 -3.61 -9.93
H68 2.94 5.77 2.51
C31 -1.88 6.85 2.83
H69 1.88 -9.29 -0.31
H70 -9.10 0.23 2.01
O13 0.45 -5.07 1.63
N4 5.42 -0.95 5.34
C32 -4.21 6.45 0.10
H71 1.07 -8.34 2.19
H72 -7.21 -1.34 0.90
C33 4.32 0.03 -1.03
O14 -2.20 -5.90 0.37
H73 6.48 0.89 4.05
H74 2.70 -0.69 4.81
H75 2.29 -7.61 -0.76
C34 5.53 -1.09 -9.90
H76 0.79 0.23 1.83
H77 6.67 -1.96 0.27
C35 -7.95 -4.49 2.05
H78 0.40 -3.84 0.05
H79 2.19 4.78 0.37
H80 4.60 2.90 1.19
C36 0.25 -6.37 2.17
H81 -8.07 -0.92 2.91
H82 -6.65 8.71 0.28
C37 1.85 4.97 4.20
H83 2.88 -2.37 4.40
H84 -9.83 -0.95 3.11
C38 5.16 -0.47 4.02
H85 7.21 -2.83 -11.16
O15 -7.16 -3.99 0.97
C39 1.47 -8.33 -0.63

***

Entry 2:
ORCA calculation (ωB97M-V/def2-TZVPD) on a 4-piece molecular cluster, C39H86FIN6OPS overall.

- HOMO energy: -9.523 eV
- Total charge: +1
- Calculated total energy: -83753.414 eV

Positions of all 136 atoms, in Å:
H1 1.30 0.56 -5.49
H2 -0.14 2.53 -1.19
N1 -5.87 0.45 -0.81
H3 -1.63 3.71 -3.64
H4 1.59 -4.13 4.13
H5 -0.90 3.35 1.85
H6 -6.61 -1.98 -1.68
H7 2.86 1.58 -1.03
H8 -6.52 0.25 -0.07
C1 -1.56 -0.46 1.10
N2 -0.43 2.84 -0.27
C2 -3.69 -1.01 -0.52
C3 6.05 1.78 2.62
H9 -2.81 2.38 -3.89
N3 -5.87 -1.94 -0.99
C4 0.65 -7.27 4.51
H10 -0.86 1.45 -2.69
H11 -0.26 -5.35 4.78
H12 -3.69 3.72 0.77
H13 -3.13 -1.44 -1.35
C5 -2.93 3.76 1.54
H14 -6.38 -0.62 3.05
H15 1.89 -5.91 2.37
H16 6.23 3.91 2.90
C6 0.67 -0.27 -5.15
H17 7.10 6.07 1.39
C7 0.27 -1.15 -6.32
C8 -1.77 2.76 1.57
H18 2.94 -0.27 -6.81
H19 2.71 -0.87 1.33
H20 9.39 4.13 0.76
C9 2.48 -0.85 -7.62
H21 -3.87 -1.89 0.09
H22 0.48 -2.43 -0.80
H23 -2.42 5.62 2.58
H24 -0.40 -1.94 -5.96
H25 0.76 -3.12 2.93
H26 1.49 -0.45 -9.51
H27 0.51 -7.50 5.57
C10 -2.35 1.27 -0.51
H28 -0.32 -0.56 -7.03
H29 -0.87 3.75 -0.37
H30 1.14 0.75 -8.26
P1 1.06 0.24 -0.17
C11 -2.91 0.04 0.28
C12 1.44 -1.82 -7.06
H31 -2.78 -1.62 2.43
C13 -1.27 -1.77 0.30
H32 2.70 0.75 -9.06
H33 1.03 -2.42 -7.88
C14 -2.97 3.40 -1.95
H34 -4.53 1.35 1.02
C15 0.51 -8.57 3.71
C16 -2.42 5.24 1.56
H35 -1.92 2.08 2.40
H36 -4.86 -1.20 3.71
C17 -2.64 3.36 -3.46
C18 5.69 3.21 2.25
C19 -3.91 0.51 1.38
C20 8.09 5.81 0.99
H37 2.08 -1.89 0.07
H38 -5.82 -0.48 -3.09
C21 -1.81 -1.13 2.51
C22 -5.30 -0.41 3.09
S1 -1.64 0.52 -2.10
H39 -4.28 2.44 -0.58
C23 -2.22 0.67 4.51
H40 -3.89 1.54 -1.98
H41 -3.36 4.02 -3.96
H42 -1.41 5.33 1.16
C24 -0.36 -6.20 4.10
H43 -2.60 5.21 -2.09
H44 -1.91 -2.59 0.65
F1 -2.33 -1.64 4.72
H45 8.38 4.04 2.18
H46 1.09 -4.89 1.20
H47 8.13 6.12 -0.06
H48 2.32 -1.46 -4.37
H49 5.82 1.59 3.67
H50 3.28 -1.43 -8.07
H51 5.57 4.55 0.57
H52 2.47 -3.53 2.73
H53 -0.64 -0.73 4.30
H54 7.74 2.40 0.41
H55 1.23 -9.31 4.06
C25 -0.55 -2.12 -0.84
C26 5.95 3.54 0.78
H56 -5.20 0.59 3.52
C27 -0.25 -5.72 2.66
H57 2.06 2.55 0.19
O1 -4.81 -0.52 1.75
C28 1.38 -1.02 -4.03
H58 4.62 3.37 2.46
I1 0.79 1.18 2.62
H59 0.69 -8.41 2.64
C29 -5.05 -0.70 -1.20
C30 7.41 3.44 0.34
N4 -2.92 4.54 -1.39
C31 -0.54 0.71 0.88
H60 3.18 1.26 0.65
H61 -1.04 -2.15 -1.82
H62 -1.60 1.54 4.31
C32 2.38 1.53 -0.05
H63 -1.14 -2.00 2.53
H64 0.75 -1.83 -3.64
H65 -0.49 -6.54 1.98
C33 1.92 0.10 -8.67
H66 5.48 1.07 2.02
H67 7.47 3.70 -0.72
H68 -1.37 -6.59 4.26
C34 8.38 4.32 1.13
N5 -4.92 -0.61 -2.66
H69 8.83 6.40 1.54
H70 -3.43 0.89 2.28
H71 1.61 -0.35 -3.20
C35 1.50 -3.91 3.07
H72 1.94 -2.52 -6.39
H73 -3.47 3.66 2.49
H74 5.35 2.87 0.16
H75 7.11 1.58 2.48
H76 -6.35 0.90 -1.57
H77 1.67 -6.89 4.41
H78 -3.27 0.84 4.31
H79 -3.05 5.85 0.93
H80 -0.24 0.19 -4.74
C36 1.12 -5.15 2.27
C37 -1.67 -0.64 3.96
H81 -0.49 -8.99 3.83
H82 1.06 -1.65 1.46
H83 -2.17 0.56 5.60
H84 -4.48 -1.45 -3.02
H85 -6.25 -1.96 -0.04
C38 1.79 -1.15 0.83
H86 -1.01 -4.95 2.49
C39 -3.43 2.16 -1.21
N6 -1.31 1.92 0.37